Molecular formula: C37H30BN5O4SSeW
Method: DFT, the ωB97M-V functional and the def2-TZVPD basis

Atoms and positions in Å:
W: -0.819 0.167 0.315
S: 2.863 -2.152 1.662
C: 3.308 -1.336 0.194
C: 4.490 -1.445 -0.532
C: 4.602 -0.706 -1.695
C: 3.559 0.124 -2.123
C: 2.387 0.235 -1.400
C: 2.271 -0.510 -0.231
N: 1.175 -0.521 0.644
C: 1.359 -1.331 1.659
C: 0.280 -1.479 2.620
C: 0.407 -2.183 3.815
C: -0.671 -2.244 4.675
C: -1.858 -1.599 4.322
C: -1.968 -0.909 3.125
C: -0.898 -0.828 2.229
H: 5.290 -2.095 -0.205
H: 5.506 -0.778 -2.285
H: 3.667 0.683 -3.044
H: 1.570 0.857 -1.745
H: 1.338 -2.680 4.069
H: -0.600 -2.788 5.607
H: -2.711 -1.651 4.988
H: -2.924 -0.459 2.878
C: -1.115 0.316 -9.429
C: -0.011 -0.387 -8.626
C: 0.421 -1.654 -9.376
C: 1.189 0.553 -8.534
C: -0.539 -0.774 -7.241
C: -1.663 -1.602 -7.155
C: -2.201 -2.019 -5.938
C: -1.569 -1.576 -4.802
O: -1.883 -1.837 -3.490
B: -0.915 -1.159 -2.752
O: -0.029 -0.471 -3.591
C: -0.464 -0.757 -4.867
C: 0.074 -0.336 -6.061
H: -0.710 0.698 -10.370
H: -1.533 1.154 -8.868
H: -1.932 -0.366 -9.672
H: 0.805 -1.397 -10.367
H: -0.415 -2.342 -9.509
H: 1.208 -2.181 -8.831
H: 1.532 0.803 -9.540
H: 2.026 0.093 -8.004
H: 0.935 1.487 -8.028
H: -2.141 -1.939 -8.066
H: -3.067 -2.664 -5.887
H: 0.945 0.304 -6.063
Se: -2.399 -3.199 0.004
C: -1.506 -1.699 -0.360
N: -0.837 -1.137 -1.339
N: -0.802 6.274 4.213
C: -1.376 7.283 4.962
C: -0.846 8.428 5.556
C: -1.736 9.227 6.241
C: -3.104 8.900 6.335
C: -3.612 7.765 5.743
C: -2.725 6.945 5.041
N: -2.968 5.758 4.356
C: -1.808 5.405 3.889
C: -1.568 4.191 3.081
C: -0.289 3.805 2.713
C: -0.123 2.660 1.959
N: -1.155 1.912 1.564
C: -2.394 2.282 1.917
C: -2.638 3.408 2.678
H: 0.163 6.204 3.947
H: 0.204 8.680 5.488
H: -1.375 10.127 6.722
H: -3.764 9.556 6.886
H: -4.660 7.505 5.812
H: 0.594 4.357 3.005
H: 0.862 2.321 1.668
H: -3.200 1.656 1.561
H: -3.648 3.679 2.952
O: -2.570 1.014 -0.765
C: -1.856 1.792 -1.465
O: -0.615 1.866 -1.260
H: -2.324 2.392 -2.250

## Properties
Total charge: 0
Gap between HOMO and LUMO (spin up / spin down) (eV): 5.83 / 5.64
ΔE to the lowest compared entry with this formula, charge and spin (eV): 0.0000
Multiplicity: 3

Molecular formula: C2H3N2O
Method: DFT, the ωB97M-V functional and the def2-TZVPD basis

Atoms and positions in Å:
C: 1.061 0.034 -0.065
C: -0.662 -0.732 0.003
O: -1.139 -1.752 0.105
N: -1.469 0.566 0.012
N: -1.582 1.655 0.048
H: 1.280 0.829 -0.786
H: 1.623 -0.840 -0.376
H: 0.887 0.241 1.059

## Properties
Total charge: +1
Gap between HOMO and LUMO (eV): 10.67
ΔE to the lowest compared entry with this formula, charge and spin (eV): 3.1763
SMILES string: CC(=O)[N+]#N

Molecular formula: C5H5NO2S
Method: DFT, the ωB97M-V functional and the def2-TZVPD basis

Atoms and positions in Å:
C: 1.373 -1.146 -0.026
C: -0.085 -1.224 -0.112
C: 2.084 -0.032 0.172
C: -0.944 -0.222 0.363
C: 0.611 1.741 0.055
N: 1.730 1.276 -0.006
O: -3.068 1.329 -0.236
O: -3.409 -0.965 0.654
S: -2.806 -0.123 -0.365
H: 1.883 -2.077 -0.077
H: -0.551 -2.077 -0.631
H: 3.153 -0.066 0.442
H: 0.352 2.623 -0.588
H: -0.322 0.962 0.354

## Properties
Total charge: 0
Gap between HOMO and LUMO (spin up / spin down) (eV): 6.85 / 6.57
ΔE to the lowest compared entry with this formula, charge and spin (eV): 6.6136